1.
ORCA calculation (ωB97M-V with the def2-TZVPD basis set) on a molecular structure, C4H6N2OS at a distorted geometry.

Geometry as ORCA input:
```
! wB97M-V def2-TZVPD RIJCOSX def2/J DEFGRID3
* xyz 0 1
C 0.3493 2.2004 -1.7636
C 1.5554 0.1598 -1.1397
C 1.1765 -1.0065 -0.4941
C -0.4935 0.5624 0.0344
H -0.8575 2.5472 -1.8244
H 1.0060 3.0462 -1.2169
H 1.0261 1.7426 -2.9476
H 2.3958 0.2279 -1.9708
H 1.6163 -2.0363 -0.4022
H -1.5112 -0.7194 1.7743
N 0.4748 1.0908 -0.7974
N 0.0523 -0.8475 0.1835
O -1.6089 0.9860 0.3470
S -0.6262 -1.6185 1.7679
*
```

Summary:
Strongest force on any atom in eV/A: 6.50
Highest occupied orbital energy in eV: -8.0
Energy above the lowest of the compared OMol25 structures with the same formula, charge and spin in kJ/mol: 486.4
Orbital gap in eV: 8.151

---

2.
ORCA calculation (ωB97M-V with the def2-TZVPD basis set) on a single C4H6N2OS molecule at a distorted geometry.

Geometry as ORCA input:
```
! wB97M-V def2-TZVPD RIJCOSX def2/J DEFGRID3
* xyz 0 1
C -0.1110 0.6596 -1.5427
C -0.5282 0.4233 -0.1530
C 0.9929 -1.1743 -2.6711
C 0.4746 0.5442 2.0746
N 0.5261 -0.2642 -2.0990
N 0.5495 0.1062 0.6637
O -1.5681 -1.3282 1.3270
S -0.5567 -1.2641 0.3033
H -0.3073 1.6091 -2.0374
H -1.4101 1.0775 0.0618
H 0.5892 -2.0211 -3.1520
H -0.5182 0.3917 2.4881
H 0.9612 1.5513 2.1624
H 0.9059 -0.3110 2.5742
*
```

Summary:
Strongest force on any atom in eV/A: 3.68
Highest occupied orbital energy in eV: -7.8
Energy above the lowest of the compared OMol25 structures with the same formula, charge and spin in kJ/mol: 645.4
Orbital gap in eV: 8.447

---

3.
ORCA calculation (ωB97M-V with the def2-TZVPD basis set) on a molecular structure, C4H6N2OS at a distorted geometry.

Geometry as ORCA input:
```
! wB97M-V def2-TZVPD RIJCOSX def2/J DEFGRID3
* xyz 0 1
C -0.9368 0.8711 0.0778
C 0.3389 -0.9980 0.4375
C 1.3318 -0.7974 -0.7068
C 0.3076 0.4374 0.8480
H -0.6409 2.7756 -0.0783
H -2.1934 -0.3656 -1.0233
H 0.6340 -1.6630 1.3185
H 0.9406 -0.7228 -1.7101
H 2.0893 -1.5676 -0.6664
H 0.2225 0.8550 1.8454
N -1.3321 2.0325 -0.2830
N -1.6806 -0.2726 -0.1440
O -0.9285 -1.4229 0.0971
S 1.8476 0.8383 -0.0126
*
```

Summary:
Strongest force on any atom in eV/A: 2.71
Highest occupied orbital energy in eV: -8.8
Energy above the lowest of the compared OMol25 structures with the same formula, charge and spin in kJ/mol: 378.9
Orbital gap in eV: 9.529

---

4.
ORCA calculation (ωB97M-V with the def2-TZVPD basis set) on a single C4H6N2OS molecule at a distorted geometry.

Geometry as ORCA input:
```
! wB97M-V def2-TZVPD RIJCOSX def2/J DEFGRID3
* xyz 0 1
O -1.3890 -0.0129 -1.7209
C -1.0160 0.8251 -0.6620
C 0.1002 0.1676 0.2599
S 0.0221 1.2699 1.7071
C -0.3474 -1.2436 0.7896
N 0.5313 -2.1406 0.4475
N 1.6207 -1.4239 -0.1439
C 1.3479 -0.1779 -0.2319
H -0.6656 -0.3165 -2.2471
H -1.9914 1.0231 -0.1191
H -0.7656 1.8884 -1.0280
H 1.6245 1.0961 1.9626
H -1.1981 -1.3739 1.5691
H 2.1263 0.4191 -0.5829
*
```

Summary:
Strongest force on any atom in eV/A: 6.06
Highest occupied orbital energy in eV: -9.6
Energy above the lowest of the compared OMol25 structures with the same formula, charge and spin in kJ/mol: 462.3
Orbital gap in eV: 9.314
Structure (SMILES): OCC1(S)C=NN=C1

---

5.
ORCA calculation (ωB97M-V with the def2-TZVPD basis set) on a single C4H6N2OS molecule at a distorted geometry.

Geometry as ORCA input:
```
! wB97M-V def2-TZVPD RIJCOSX def2/J DEFGRID3
* xyz 0 1
O -1.8954 -1.8357 0.9478
C -1.0271 -1.0048 0.6883
C -1.2758 0.5069 0.5858
C -0.8423 1.0536 -0.7725
S 0.8506 1.5801 -0.7959
N 1.8246 0.2868 -0.2966
C 1.4915 -0.8602 0.1425
N 0.2606 -1.5092 0.3827
H -0.8342 0.9686 1.4556
H -2.3645 0.4582 0.7549
H -1.3992 1.9882 -0.9170
H -1.1442 0.3799 -1.5914
H 2.3243 -1.5320 0.3867
H 0.2972 -2.4758 0.5955
*
```

Summary:
Strongest force on any atom in eV/A: 2.49
Highest occupied orbital energy in eV: -8.6
Energy above the lowest of the compared OMol25 structures with the same formula, charge and spin in kJ/mol: 146.8
Orbital gap in eV: 9.274
Structure (SMILES): O=C1CCSN=CN1

---

6.
ORCA calculation (ωB97M-V with the def2-TZVPD basis set) on a single C4H6N2S molecule at a distorted geometry.

Geometry as ORCA input:
```
! wB97M-V def2-TZVPD RIJCOSX def2/J DEFGRID3
* xyz 0 1
C 0.0718 3.1388 0.7861
C 0.2645 1.7090 0.5551
N 0.0780 0.9187 1.7023
C 0.0640 -0.3817 1.5948
N 0.1122 -1.1269 0.4764
C -0.4373 -0.7972 -0.6953
S -0.0707 -1.6441 -2.0292
H -0.2870 3.4662 1.9336
H 0.0161 3.7311 -0.1176
H 0.5308 1.3764 -0.5961
H 0.1213 -1.0446 2.4035
H 0.6827 -1.9218 0.8377
H -1.0416 0.1419 -0.6886
*
```

Summary:
Strongest force on any atom in eV/A: 5.24
Highest occupied orbital energy in eV: -8.5
Energy above the lowest of the compared OMol25 structures with the same formula, charge and spin in kJ/mol: 354.2
Orbital gap in eV: 8.198
Structure (SMILES): C=C/N=C\NC=S

---

| no. | E_tot (hartree) |
| --- | --- |
| 1 | -738.819422 |
| 2 | -738.758840 |
| 3 | -738.860379 |
| 4 | -738.828604 |
| 5 | -738.948777 |
| 6 | -663.593622 |